1.
{"formula": "C2H6Cl2NS", "method": "ωB97M-V/def2-TZVPD", "homo_energy_ha": -0.501, "e_above_lowest_ev": 1.701, "total_charge": 1, "orbital_gap_ha": 0.3420, "symbols": ["H", "Cl", "H", "S", "H", "C", "H", "C", "N", "H", "H", "Cl"], "coordinates": [[-1.48, -0.58, 0.08], [2.93, 1.50, -0.45], [0.04, -0.66, -1.62], [1.89, 0.15, 1.82], [-0.18, 0.14, 0.88], [2.27, 0.04, 0.07], [1.31, -1.13, 1.94], [0.31, 0.07, -0.99], [-0.80, 0.18, -0.01], [0.58, 1.11, -1.38], [-1.30, 1.01, -0.26], [2.97, -1.43, -0.54]]}



2.
{"formula": "C24H63InN3O10P2", "method": "ωB97M-V/def2-TZVPD", "homo_energy_ha": -0.147, "total_charge": -1, "orbital_gap_ha": 0.2311, "symbols": ["C", "H", "H", "H", "C", "H", "N", "H", "H", "C", "H", "H", "H", "H", "H", "C", "C", "H", "H", "C", "C", "H", "P", "P", "O", "N", "H", "H", "H", "H", "H", "H", "H", "H", "H", "N", "C", "H", "H", "H", "O", "H", "H", "H", "H", "C", "H", "H", "C", "C", "H", "H", "H", "In", "H", "O", "H", "C", "C", "O", "H", "H", "O", "H", "C", "H", "H", "H", "H", "O", "O", "H", "H", "H", "H", "O", "C", "H", "C", "H", "H", "H", "C", "H", "C", "C", "H", "O", "C", "H", "H", "H", "C", "C", "H", "H", "C", "O", "H", "H", "H", "H", "C"], "coordinates": [[-5.99, -1.51, -1.74], [1.14, 5.16, 1.12], [0.01, -3.56, 2.46], [7.37, 3.84, 1.95], [1.93, -7.42, -0.94], [-0.08, -6.60, 1.46], [-3.96, -1.16, -0.36], [-5.02, 7.20, 2.48], [1.77, -4.98, -2.28], [1.07, -3.72, -0.67], [-3.73, -2.11, -0.65], [-5.10, 2.16, 1.00], [-4.68, 2.95, 2.53], [-1.23, -6.66, 0.08], [-5.32, -4.67, -2.46], [6.97, 2.77, 1.68], [3.37, -0.02, -1.15], [0.62, -3.04, -1.39], [-1.25, -3.03, -3.16], [-2.49, 6.40, 3.31], [-2.71, -0.42, -0.15], [8.05, 0.74, 2.23], [1.82, 3.35, -0.06], [5.86, 2.79, 0.12], [0.16, -3.81, 0.44], [-3.73, 5.66, 3.10], [-2.35, 3.75, 1.45], [-6.39, 2.80, 2.03], [2.37, -7.47, -1.94], [-2.58, -3.07, -2.01], [5.57, -1.15, -0.94], [3.35, 1.00, 2.13], [4.17, 0.12, -2.03], [1.45, -4.45, 1.93], [-4.05, 6.49, 1.17], [1.97, -6.03, -0.47], [-4.61, 6.26, 2.09], [-0.89, 0.28, -1.02], [2.31, 0.13, -1.66], [-6.45, 5.85, 1.05], [-1.15, -1.62, -1.68], [-2.51, -1.79, -3.27], [4.95, -2.93, -0.79], [-2.20, -0.91, 0.69], [5.03, -1.78, 0.78], [-1.73, -0.36, -1.33], [-1.93, 6.95, 1.24], [0.71, -9.12, -1.39], [-1.70, 4.42, 0.89], [4.79, -1.84, -0.38], [-3.50, 4.71, 2.81], [-6.56, -1.81, -0.86], [8.63, 1.48, 0.54], [3.64, 1.60, 0.47], [1.36, -2.68, 1.71], [1.95, 4.56, 1.21], [-6.62, -4.02, -1.43], [-5.59, -3.85, -1.78], [8.24, 1.73, 1.62], [0.00, -8.34, 0.34], [-5.25, 0.37, -0.98], [-1.02, 3.80, 0.30], [2.29, 4.16, -1.57], [-2.95, 0.59, 0.18], [1.23, -5.10, -1.34], [-2.15, 0.13, -2.22], [3.30, 4.03, -1.59], [1.57, -6.00, 0.46], [7.42, 3.70, -3.13], [0.38, 2.70, -0.19], [-5.49, -2.63, -2.49], [-2.72, 7.42, 3.64], [-4.28, -0.34, -2.29], [-0.17, -7.62, -1.61], [-6.68, -0.97, -2.41], [3.40, -1.36, -0.54], [0.79, -3.62, 1.69], [6.28, 2.42, 2.59], [6.40, 3.36, -2.63], [7.94, 2.21, -1.39], [-6.33, 5.01, 2.60], [-1.50, -7.64, 1.53], [-5.76, 5.32, 1.72], [0.23, -5.48, -1.56], [6.77, 2.22, -1.46], [-1.50, 6.47, 2.12], [9.14, 2.28, 2.18], [-0.92, 5.20, 1.78], [0.56, -8.12, -0.96], [5.89, 4.27, -2.07], [-2.28, 5.04, 0.19], [5.67, 2.93, -3.45], [-4.84, -0.56, -1.37], [-0.74, -7.25, 0.86], [-4.91, -3.87, -0.93], [2.04, -3.31, -0.37], [-5.37, 2.97, 1.68], [-5.27, 4.19, 0.97], [2.59, -7.99, -0.28], [-0.66, 7.10, 2.44], [6.29, 1.20, -1.79], [-1.97, 5.91, 4.15], [-1.92, -2.40, -2.57]]}



3.
{"formula": "C30H36N6O11P2STi", "method": "ωB97M-V/def2-TZVPD", "homo_energy_ha": [-0.404, -0.409], "e_above_lowest_ev": 2.021, "spin_multiplicity": 2, "total_charge": 1, "orbital_gap_ha": [0.2827, 0.2638], "symbols": ["H", "N", "C", "N", "C", "H", "C", "O", "O", "N", "C", "H", "C", "N", "H", "H", "C", "C", "Ti", "H", "C", "P", "C", "H", "H", "O", "H", "H", "O", "H", "C", "O", "H", "N", "C", "H", "C", "O", "C", "C", "H", "H", "S", "C", "H", "C", "C", "C", "C", "H", "C", "O", "H", "C", "H", "C", "H", "H", "O", "H", "H", "P", "C", "H", "O", "C", "C", "H", "C", "H", "N", "C", "C", "H", "O", "C", "H", "H", "H", "H", "H", "H", "H", "O", "C", "H", "H"], "coordinates": [[1.32, 0.76, 2.67], [-0.12, 1.33, -1.62], [-2.70, -1.47, -0.83], [3.27, -1.48, 0.39], [2.24, -2.77, 2.58], [7.43, -0.51, 0.94], [-3.68, 0.54, -1.48], [0.20, -4.81, -1.40], [0.54, 2.49, -1.39], [-1.63, -0.53, -1.08], [3.99, -0.54, -0.16], [-4.18, 3.48, 3.40], [-1.72, -0.09, 1.73], [1.96, -1.21, 0.71], [-0.20, -3.10, 3.48], [2.22, 2.23, 2.37], [-5.29, -1.16, -0.93], [-3.21, 3.71, 3.84], [0.47, -0.32, -0.64], [2.40, -3.57, -4.22], [-4.65, 1.49, -1.73], [0.78, -1.09, -3.53], [-0.95, 2.77, 3.22], [1.05, -3.55, -5.36], [2.82, -2.84, -1.21], [1.55, -0.75, -2.20], [1.16, -4.83, -4.14], [2.05, -3.80, 2.26], [1.35, 1.13, 0.21], [5.44, -1.87, -0.31], [-2.21, 0.59, -1.46], [-0.89, -3.17, -3.57], [-5.53, -2.17, -0.63], [5.21, -0.92, -0.58], [-0.65, -2.24, 3.00], [-1.71, 4.03, -1.46], [0.04, -1.55, 2.02], [-2.57, -2.61, -0.47], [-1.22, 4.56, -0.65], [-0.08, 2.91, 0.98], [-1.29, -2.31, -3.80], [-3.42, -0.31, 3.00], [3.60, 1.15, -0.33], [-2.15, 3.97, 1.57], [5.94, 0.86, -1.36], [1.32, 1.83, 2.84], [-1.14, 3.75, 0.63], [-6.29, -0.21, -1.19], [-1.93, -1.83, 3.34], [1.40, 2.01, 3.92], [-2.46, -0.70, 2.73], [-0.55, -0.50, -3.80], [-2.11, 0.78, 1.22], [6.33, -0.02, -0.85], [-3.23, 4.76, 4.14], [0.07, 2.50, 2.32], [-3.09, 3.11, 4.74], [-0.83, 2.45, 4.25], [1.80, -0.84, -4.71], [1.47, -0.16, -5.31], [1.94, -2.67, 3.63], [0.77, -3.37, -1.65], [-2.10, 3.45, 2.86], [-2.99, 4.60, 1.29], [0.17, -2.37, -0.70], [0.98, 2.46, -0.02], [1.46, -1.83, 1.72], [-0.77, -4.82, -1.38], [-5.97, 1.09, -1.58], [-4.39, 2.50, -2.04], [-0.52, -0.52, 1.35], [-3.99, -0.75, -1.09], [1.34, -3.78, -4.33], [6.98, -0.52, -1.57], [2.30, -3.64, -1.39], [0.50, -2.92, -3.39], [-2.49, -2.36, 4.10], [-0.23, 4.84, -1.01], [1.86, 3.10, 0.02], [7.98, 0.96, 0.14], [-1.78, 5.47, -0.46], [3.30, -2.58, 2.49], [6.47, 0.97, 1.06], [-1.54, 1.65, -1.68], [7.10, 0.37, 0.40], [-7.33, -0.49, -1.08], [-6.77, 1.79, -1.77]]}



Number 1: electronic energy -39531.6282 eV. Number 2: electronic energy -74600.7013 eV. Number 3: electronic energy -115686.5397 eV.